(1)
The following is a DFT calculation (ωB97M-V/def2-TZVPD) of a structure of composition C2F6LaNO4S2 at a distorted geometry.

```
16
Properties=species:S:1:pos:R:3:forces:R:3:mulliken_charge:R:1
O 5.59246 4.55609 0.11223 -1.6 -1.2 -0.1 -0.738
S 5.71630 2.92646 0.42525 0.7 0.7 -1.8 0.661
F 6.95299 1.77180 2.43625 -0.1 -0.1 -0.1 -0.209
N 1.71483 4.31045 0.99723 1.7 1.4 -1.3 -0.865
C 6.73310 3.01046 2.00097 0.2 0.3 -0.3 0.595
F -0.45205 2.16621 -1.47758 0.0 0.2 0.0 -0.214
La 3.35880 5.63155 -0.57548 -1.8 -3.8 2.3 1.902
F 6.08396 3.68019 2.94728 -0.2 0.2 0.2 -0.230
S 0.62097 4.13932 -0.03546 -1.7 0.8 0.3 1.131
F 7.90087 3.59915 1.78200 0.2 0.1 0.0 -0.218
O -0.78265 4.51273 0.24452 2.5 -0.5 -0.5 -0.624
C 0.42891 2.33685 -0.49422 -0.1 0.1 0.2 0.678
O 6.67248 2.27814 -0.52764 -1.3 1.1 1.3 -0.592
O 1.11366 4.70371 -1.38633 1.1 0.7 -0.1 -0.814
F 0.01568 1.64499 0.56755 0.0 0.1 0.0 -0.221
F 1.59243 1.82667 -0.89464 0.4 0.0 -0.1 -0.242
```
Positions in Å, forces in eV/Å.

The multiplicity is 1. The net charge is 0. The value obtained for the HOMO energy is -9.352 eV. As for the orbital gap: 0.239 Eh. Its molar mass is 419.05 g/mol. The calculation puts the maximum force at 4.80 eV/A. The calculation puts the total energy at -1859.033109 Ha.

(2)
The following is a DFT calculation (ωB97M-V/def2-TZVPD) of a cluster of 2 separate species, C2F6N2O2 in total at a distorted geometry.

```
12
Properties=species:S:1:pos:R:3:forces:R:3:nbo_charge:R:1
F 0.33173 -1.16580 -1.28184 0.7 -0.1 -0.5 -0.429
C 0.61766 0.33466 1.53695 -0.7 2.0 0.0 1.058
F -1.61772 -1.07322 -0.53344 -2.3 -0.6 -0.6 -0.345
N -0.21178 0.29277 0.44902 0.6 -0.5 -1.0 -0.857
O -1.39826 0.68268 -2.69878 -0.4 0.0 0.1 -0.008
O 0.49766 1.35805 -1.74299 -0.5 0.1 0.0 0.081
F 0.12303 -0.24810 2.64479 0.4 -0.7 0.3 -0.336
F 1.93175 -0.05036 1.41311 -0.7 -0.2 0.0 -0.351
N -0.44027 1.06612 -2.26601 1.0 0.0 0.2 0.827
C -0.39045 -0.92488 -0.08905 0.9 0.8 1.0 1.036
F -0.08471 -1.92739 0.72153 0.1 -1.3 0.0 -0.321
F 0.64135 1.65547 1.84673 0.9 0.6 0.6 -0.353
```
Positions in Å, forces in eV/Å.

The multiplicity is 1. The net charge is 0. The value obtained for the HOMO energy (alpha / beta) is -9.259 / -9.253 eV. As for the orbital gap (alpha / beta): 0.225 / 0.224 Eh. Its molar mass is 198.02 g/mol. The calculation puts the maximum force at 2.45 eV/A. The calculation puts the total energy at -935.194098 Ha.